Record 1
{
  "formula": "C47H87FN2O14S",
  "method": "ωB97M-V/def2-TZVPD",
  "homo_lumo_gap_ha": 0.2507,
  "smiles": "CCOC(=O)CCCc1c(C[C@@H](C)F)c(Cc2cccc(C)c2)cc2nsnc12.COCCOC.COCCOC.COCCOC.COCCOC.COCCOC.COCCOC",
  "multiplicity": 1,
  "species": ["C", "C", "O", "C", "O", "C", "C", "C", "C", "C", "C", "C", "C", "F", "C", "C", "C", "C", "C", "C", "C", "C", "C", "C", "C", "N", "S", "N", "C", "H", "H", "H", "H", "H", "H", "H", "H", "H", "H", "H", "H", "H", "H", "H", "H", "H", "H", "H", "H", "H", "H", "H", "H", "H", "H", "H", "C", "O", "C", "C", "O", "C", "H", "H", "H", "H", "H", "H", "H", "H", "H", "H", "C", "O", "C", "C", "O", "C", "H", "H", "H", "H", "H", "H", "H", "H", "H", "H", "C", "O", "C", "C", "O", "C", "H", "H", "H", "H", "H", "H", "H", "H", "H", "H", "C", "O", "C", "C", "O", "C", "H", "H", "H", "H", "H", "H", "H", "H", "H", "H", "C", "O", "C", "C", "O", "C", "H", "H", "H", "H", "H", "H", "H", "H", "H", "H", "C", "O", "C", "C", "O", "C", "H", "H", "H", "H", "H", "H", "H", "H", "H", "H"],
  "xyz": [[2.76504, -1.93908, 0.43106], [4.09319, -1.31473, -0.33306], [4.41946, 0.07054, 0.10110], [5.54336, 0.62386, -0.68038], [6.32091, -0.21131, -1.39314], [5.89275, 2.23697, -0.79083], [4.70596, 3.22433, -0.23655], [3.96016, 4.11274, -1.41570], [2.33813, 3.76984, -1.28157], [1.66553, 2.43429, -1.98627], [2.65225, 1.40809, -2.85004], [2.46531, 1.76912, -4.46939], [2.38271, 0.33778, -5.26940], [1.28100, 2.61303, -4.75091], [0.03902, 2.05556, -1.88852], [-0.41494, 0.66544, -2.62286], [-1.98516, 0.24462, -2.42941], [-2.84078, 0.24003, -1.03170], [-4.44335, -0.23115, -1.08040], [-5.20126, -0.73839, -2.45577], [-4.33288, -0.78435, -3.84916], [-4.90834, -1.30816, -5.31067], [-2.77444, -0.27629, -3.80871], [-0.92125, 3.10543, -1.07735], [-0.18867, 4.43024, -0.37717], [-0.78563, 5.54342, 0.45631], [0.38035, 6.74622, 1.05083], [1.87911, 6.10858, 0.34195], [1.43278, 4.83640, -0.40567], [1.77173, -1.47198, 0.01244], [2.85248, -1.85053, 1.59599], [2.73435, -3.10131, 0.18306], [4.98235, -2.05354, -0.10297], [3.82636, -1.25478, -1.47633], [6.08464, 2.49425, -1.93817], [6.86454, 2.42981, -0.16349], [5.24237, 4.02589, 0.46662], [3.88976, 2.67472, 0.41646], [4.34144, 3.72071, -2.46550], [4.20243, 5.25750, -1.37230], [3.79283, 1.60106, -2.62356], [2.35963, 0.28047, -2.71952], [3.40554, 2.37156, -4.88965], [3.16241, -0.39473, -4.74494], [2.58677, 0.43049, -6.44075], [1.32261, -0.18835, -5.12368], [0.26021, -0.20673, -2.18474], [-0.20383, 0.75947, -3.77282], [-2.32498, 0.57252, -0.02844], [-5.11830, -0.21700, -0.09809], [-6.33205, -1.07446, -2.51782], [-3.98908, -1.36212, -6.06724], [-5.24673, -2.44481, -5.17316], [-5.78501, -0.65999, -5.73782], [-2.15210, -0.31254, -4.82619], [-2.07377, 2.92030, -1.00112], [4.14659, 3.53691, 4.36616], [3.94356, 4.88875, 3.96942], [2.55566, 5.21432, 3.84685], [2.06035, 6.00220, 5.06346], [2.06697, 5.19257, 6.24346], [3.18240, 5.47313, 7.08237], [5.19484, 3.41846, 4.65393], [3.51945, 3.26168, 5.21930], [3.93821, 2.87009, 3.52372], [1.95393, 4.31115, 3.69030], [2.45364, 5.84386, 2.95621], [1.02195, 6.30107, 4.88903], [2.65177, 6.91382, 5.21052], [3.03070, 6.43347, 7.58613], [4.11900, 5.49400, 6.52312], [3.24821, 4.68657, 7.83923], [-3.54000, -6.35391, 2.05766], [-4.88606, -5.89406, 2.10988], [-4.97369, -4.51863, 2.49432], [-5.22021, -3.61722, 1.28068], [-4.08775, -3.60403, 0.40587], [-4.28080, -4.43082, -0.73686], [-3.52889, -7.32322, 1.55171], [-2.89332, -5.66642, 1.50442], [-3.15574, -6.48597, 3.07387], [-4.07585, -4.20691, 3.04115], [-5.82780, -4.43188, 3.17473], [-5.36387, -2.58989, 1.62993], [-6.12709, -3.91881, 0.74302], [-4.98122, -3.94736, -1.42585], [-4.65289, -5.42030, -0.46687], [-3.31764, -4.54853, -1.24115], [0.80447, 4.11255, -9.90485], [1.73391, 3.05601, -9.69051], [3.07621, 3.44538, -9.99691], [3.86925, 3.75491, -8.72351], [3.36737, 4.92592, -8.07174], [2.55414, 4.60906, -6.94705], [-0.14785, 3.82836, -9.44879], [1.13929, 5.05082, -9.45269], [0.64878, 4.25454, -10.97880], [3.08895, 4.29788, -10.68639], [3.54612, 2.59617, -10.50485], [4.90752, 3.96496, -8.99900], [3.87018, 2.89666, -8.04097], [3.18633, 4.26378, -6.12234], [1.80851, 3.84845, -7.18353], [2.03403, 5.51842, -6.63335], [7.44187, -4.64403, -0.46658], [7.55394, -5.99684, -0.03828], [6.84429, -6.23941, 1.18026], [5.50774, -6.93902, 0.91490], [4.60205, -6.07920, 0.21605], [4.52524, -6.39156, -1.17075], [7.80838, -4.57911, -1.49474], [6.40635, -4.29173, -0.44456], [8.06374, -4.00393, 0.16693], [6.69756, -5.30805, 1.74002], [7.47156, -6.90066, 1.78793], [5.04065, -7.17934, 1.87516], [5.65580, -7.87859, 0.36924], [3.95588, -7.31680, -1.30782], [5.51347, -6.49656, -1.62107], [3.99868, -5.57748, -1.67658], [-3.23450, -2.46997, 6.15595], [-3.53823, -3.84423, 5.94325], [-2.39092, -4.68362, 6.10573], [-2.40595, -5.38780, 7.46593], [-2.23715, -4.45267, 8.53596], [-3.46731, -4.15034, 9.18556], [-4.17609, -1.92001, 6.23731], [-2.66144, -2.31445, 7.07481], [-2.67471, -2.07933, 5.30049], [-1.46516, -4.11250, 5.96757], [-2.43748, -5.44278, 5.31739], [-1.55923, -6.07985, 7.51224], [-3.32452, -5.97207, 7.59752], [-3.77431, -4.99992, 9.80443], [-4.25713, -3.90904, 8.47257], [-3.30867, -3.28371, 9.83335], [-7.61218, 1.59074, 0.25388], [-6.67740, 1.38262, 1.30694], [-6.45462, 2.56889, 2.07532], [-7.22447, 2.52621, 3.39886], [-8.63744, 2.58210, 3.17900], [-9.25205, 1.30380, 3.30100], [-7.90193, 0.61449, -0.14443], [-8.51318, 2.10486, 0.60145], [-7.14220, 2.16934, -0.54743], [-6.71324, 3.46411, 1.49740], [-5.38215, 2.60955, 2.29471], [-6.95936, 3.40993, 3.98774], [-6.95386, 1.63930, 3.98419], [-9.29738, 1.01737, 4.35691], [-8.71946, 0.53880, 2.73395], [-10.27190, 1.37561, 2.91295]]
}



Record 2
{
  "formula": "C47H90F6NO49S2",
  "method": "ωB97M-V/def2-TZVPD",
  "homo_lumo_gap_ha": 0.3537,
  "charge": -1,
  "multiplicity": 1,
  "species": ["C", "F", "F", "F", "S", "O", "O", "N", "S", "O", "O", "C", "F", "F", "F", "C", "O", "C", "O", "O", "C", "H", "H", "H", "H", "H", "H", "C", "O", "C", "O", "O", "C", "H", "H", "H", "H", "H", "H", "C", "O", "C", "O", "O", "C", "H", "H", "H", "H", "H", "H", "C", "O", "C", "O", "O", "C", "H", "H", "H", "H", "H", "H", "C", "O", "C", "O", "O", "C", "H", "H", "H", "H", "H", "H", "C", "O", "C", "O", "O", "C", "H", "H", "H", "H", "H", "H", "C", "O", "C", "O", "O", "C", "H", "H", "H", "H", "H", "H", "C", "O", "C", "O", "O", "C", "H", "H", "H", "H", "H", "H", "C", "O", "C", "O", "O", "C", "H", "H", "H", "H", "H", "H", "C", "O", "C", "O", "O", "C", "H", "H", "H", "H", "H", "H", "C", "O", "C", "O", "O", "C", "H", "H", "H", "H", "H", "H", "C", "O", "C", "O", "O", "C", "H", "H", "H", "H", "H", "H", "C", "O", "C", "O", "O", "C", "H", "H", "H", "H", "H", "H", "C", "O", "C", "O", "O", "C", "H", "H", "H", "H", "H", "H", "C", "O", "C", "O", "O", "C", "H", "H", "H", "H", "H", "H"],
  "xyz": [[-0.21764, -0.56794, -2.20507], [0.52780, -1.68251, -1.89222], [0.39482, 0.23990, -3.07003], [-1.40692, -0.86100, -2.68586], [-0.49377, 0.38950, -0.51822], [-1.04034, 1.68771, -0.90057], [-1.37968, -0.53654, 0.21404], [1.15156, 0.54306, 0.03806], [1.12232, -0.04991, 1.43244], [0.18404, 0.60982, 2.32616], [1.02591, -1.51843, 1.40063], [2.93921, 0.37832, 2.08627], [2.97715, -0.26381, 3.23120], [3.89849, 0.03740, 1.25438], [3.02872, 1.68134, 2.25703], [-3.73193, -1.87710, 7.29404], [-3.91980, -1.15141, 6.07798], [-3.41120, -1.62130, 4.95154], [-3.05260, -2.78483, 4.73652], [-3.26463, -0.54720, 4.16245], [-2.68795, -0.74677, 2.84353], [-4.72264, -1.73006, 7.72412], [-2.93862, -1.44579, 7.90456], [-3.58672, -2.95200, 7.18637], [-2.24418, 0.23236, 2.66333], [-3.42250, -1.00923, 2.08218], [-1.88022, -1.47829, 2.82019], [-8.13427, 0.51601, -7.05782], [-7.07291, 0.76798, -6.14296], [-6.05657, -0.10697, -6.13806], [-6.02098, -1.12733, -6.86049], [-5.16204, 0.30792, -5.24806], [-3.98860, -0.46504, -5.19312], [-7.90396, 0.29916, -8.10091], [-8.72804, 1.42767, -6.99138], [-8.69235, -0.33590, -6.66938], [-3.21710, -0.18860, -5.91179], [-4.05240, -1.55052, -5.26896], [-3.73744, -0.26824, -4.15087], [2.68580, -3.97343, 3.56814], [1.45598, -4.66601, 3.44031], [1.26410, -5.61023, 2.51651], [2.13890, -5.97900, 1.71565], [0.07463, -6.21467, 2.62634], [-0.79597, -5.96972, 3.73022], [3.49202, -4.70667, 3.54649], [2.74096, -3.58880, 4.58652], [2.81575, -3.17343, 2.83930], [-0.30276, -6.32721, 4.63412], [-1.67997, -6.57919, 3.54265], [-1.05006, -4.91022, 3.69845], [1.84189, -3.39508, -9.30332], [1.70538, -2.55523, -8.22926], [0.72002, -2.78423, -7.33953], [-0.27877, -3.50758, -7.52013], [0.89099, -2.01267, -6.24049], [0.14006, -2.32147, -5.02716], [2.60023, -3.07132, -10.01620], [0.86474, -3.52141, -9.76951], [2.31827, -4.31604, -8.96718], [-0.82522, -1.82703, -5.13607], [0.60943, -2.03006, -4.08755], [0.02215, -3.40132, -4.93703], [5.25029, 4.08697, 1.89852], [6.05326, 4.55033, 0.82360], [5.53260, 5.09945, -0.31386], [4.39416, 5.18935, -0.68664], [6.50681, 5.79973, -0.97784], [7.89768, 5.80996, -0.54470], [4.52217, 4.82303, 2.23934], [5.78426, 3.75040, 2.78717], [4.71567, 3.23004, 1.48871], [8.30832, 4.80208, -0.48432], [7.97445, 6.33320, 0.40841], [8.47787, 6.44776, -1.21156], [-6.18734, 2.06587, 3.86241], [-5.53355, 1.50713, 2.71389], [-5.62540, 2.03960, 1.48287], [-6.13258, 3.12362, 1.13853], [-4.95580, 1.24006, 0.64052], [-4.67590, 1.41842, -0.72373], [-6.19427, 3.15436, 3.91941], [-5.58104, 1.76069, 4.71527], [-7.18391, 1.69795, 4.10649], [-3.74915, 1.09703, -1.19907], [-4.86208, 2.40919, -1.13824], [-5.39887, 0.84138, -1.30031], [-2.87205, -5.65165, -4.14270], [-2.73122, -5.39422, -2.74512], [-1.57226, -4.98283, -2.20864], [-0.53377, -4.66900, -2.82039], [-1.78256, -4.82782, -0.84555], [-0.83370, -4.08527, -0.11861], [-3.92638, -5.67659, -4.41816], [-2.39306, -6.57873, -4.45762], [-2.26950, -4.91698, -4.67683], [-0.96429, -3.05646, -0.45416], [0.14551, -4.43352, -0.44719], [-0.91257, -4.24611, 0.95656], [-0.96798, 1.76800, -7.70478], [-2.04193, 2.73828, -7.60400], [-2.54800, 3.22166, -6.47018], [-3.43088, 4.06350, -6.42067], [-1.99349, 2.61617, -5.35946], [-2.48615, 2.84593, -4.06401], [-1.42171, 0.81225, -7.44257], [-0.11135, 1.96209, -7.05932], [-0.70872, 1.80780, -8.76275], [-3.48847, 2.41800, -4.08227], [-2.41937, 3.88754, -3.74987], [-1.83717, 2.29162, -3.38601], [-2.11343, 1.75219, 7.26761], [-1.81609, 1.77882, 5.82812], [-2.48111, 2.59880, 4.97211], [-3.40243, 3.39733, 5.25948], [-1.91250, 2.48491, 3.80710], [-2.27312, 3.25835, 2.66669], [-1.49892, 2.35145, 7.93945], [-2.18226, 0.70803, 7.57272], [-3.14075, 2.02901, 7.50440], [-1.61312, 2.93152, 1.86314], [-2.09094, 4.30836, 2.89557], [-3.30024, 3.11565, 2.33087], [0.99464, -0.05272, 5.71026], [1.04833, -1.48796, 5.58426], [0.17109, -2.26152, 6.38806], [-0.65803, -1.82754, 7.24884], [0.40947, -3.54241, 6.17191], [-0.43733, -4.55635, 6.60803], [0.21629, 0.19558, 4.98872], [1.85636, 0.40792, 5.22718], [0.70924, 0.27569, 6.70966], [-0.91491, -4.33908, 7.56344], [0.09667, -5.50594, 6.57299], [-1.26108, -4.70007, 5.90883], [6.44022, 0.49980, 3.11721], [7.42079, 1.49965, 2.79475], [8.09200, 2.10134, 3.75917], [7.91272, 1.95989, 4.96313], [8.87259, 3.02820, 3.10794], [9.69768, 3.87863, 3.85256], [5.59826, 0.93545, 3.65519], [6.83553, -0.24718, 3.80558], [5.99996, 0.07771, 2.21382], [10.34877, 3.29537, 4.50371], [9.12577, 4.53817, 4.50526], [10.23344, 4.51769, 3.15066], [0.96058, 3.61503, 0.72775], [1.20594, 4.78333, 1.47789], [1.56587, 5.92672, 0.84332], [1.69915, 6.06638, -0.34008], [1.70517, 6.92570, 1.79975], [1.15851, 6.80871, 3.08650], [0.11182, 3.75728, 0.05883], [0.74239, 2.87033, 1.49321], [1.88178, 3.35494, 0.20636], [0.06970, 6.82712, 3.03892], [1.36930, 7.70396, 3.67148], [1.43767, 5.90448, 3.62735], [-7.85907, -1.87222, -0.95055], [-6.49665, -2.09957, -0.92053], [-6.04496, -3.38564, -1.02498], [-6.70641, -4.40017, -0.86441], [-4.68642, -3.36704, -1.36464], [-3.96777, -2.10861, -1.29508], [-8.04958, -0.81782, -0.75044], [-8.32931, -2.34448, -0.08803], [-8.35544, -2.19335, -1.86630], [-4.12842, -1.66222, -0.31374], [-4.35523, -1.50126, -2.11306], [-2.87952, -2.12053, -1.35556], [3.65853, 0.86907, -2.32771], [3.44796, 2.21640, -2.00979], [2.72486, 3.02724, -2.76058], [2.76015, 4.23586, -2.53593], [2.24598, 2.40306, -3.85063], [1.42625, 3.12444, -4.76721], [2.76475, 0.24682, -2.37299], [4.22002, 0.36748, -1.53952], [4.25668, 0.66285, -3.21529], [1.09605, 2.45472, -5.56129], [1.90279, 3.99110, -5.22536], [0.49792, 3.41825, -4.27734], [7.37452, -1.96992, -0.81511], [6.05671, -2.47221, -0.82642], [5.69206, -3.16863, -1.88994], [6.50184, -3.55834, -2.73855], [4.40171, -3.41335, -1.90056], [3.44965, -3.20909, -0.80354], [7.96050, -2.84413, -0.53144], [7.58861, -1.17209, -0.10396], [7.70732, -1.72751, -1.82436], [3.72840, -3.67743, 0.14042], [2.55290, -3.71020, -1.16799], [3.18332, -2.17002, -0.60984]]
}



The LUMO level results, record by record, are as follows: -1.3932, 1.8129 eV.